{
  "formula": "C45H93ClN3O10S",
  "method": "the ωB97M-V functional and the def2-TZVPD basis",
  "species": ["C", "C", "C", "C", "N", "C", "C", "O", "Cl", "C", "C", "C", "C", "O", "O", "C", "O", "C", "N", "C", "C", "C", "C", "C", "C", "C", "C", "C", "C", "C", "C", "N", "C", "C", "C", "S", "H", "H", "H", "H", "H", "H", "H", "H", "H", "H", "H", "H", "H", "H", "H", "H", "H", "H", "H", "H", "H", "H", "H", "H", "H", "H", "H", "H", "H", "H", "H", "H", "H", "H", "H", "H", "H", "H", "H", "H", "H", "H", "H", "H", "H", "C", "C", "C", "O", "H", "H", "H", "H", "H", "H", "H", "H", "C", "C", "C", "O", "H", "H", "H", "H", "H", "H", "H", "H", "C", "C", "C", "O", "H", "H", "H", "H", "H", "H", "H", "H", "C", "C", "C", "O", "H", "H", "H", "H", "H", "H", "H", "H", "C", "C", "C", "O", "H", "H", "H", "H", "H", "H", "H", "H", "C", "C", "C", "O", "H", "H", "H", "H", "H", "H", "H", "H"],
  "positions_angstrom": [[4.057, -4.112, 3.869], [2.764, -3.757, 3.128], [2.248, -5.025, 2.416], [0.744, -5.143, 2.182], [0.170, -4.536, 0.928], [0.953, -5.098, -0.225], [1.132, -6.588, -0.244], [0.352, -7.402, 0.065], [2.697, -7.062, -0.902], [-1.284, -4.938, 0.701], [-1.990, -5.534, 1.916], [-3.374, -6.102, 1.570], [-3.337, -7.335, 0.722], [-4.155, -7.540, -0.119], [-2.351, -8.202, 1.001], [-2.152, -3.792, 0.141], [-2.771, -2.993, 1.117], [-1.462, -2.934, -0.936], [-1.246, -3.849, -2.045], [-2.500, -1.821, -1.327], [-3.821, -2.305, -1.898], [-3.888, -2.866, -3.189], [-5.069, -3.313, -3.765], [-6.268, -3.197, -3.063], [-6.236, -2.609, -1.801], [-5.047, -2.150, -1.211], [-5.229, -1.485, 0.141], [-0.063, -2.328, -0.409], [-0.208, -0.801, -0.192], [0.955, 0.054, 0.382], [2.372, -0.482, 0.574], [0.976, -2.556, -1.401], [0.974, -1.909, -2.694], [1.899, -0.718, -2.895], [0.373, -3.020, 0.921], [-0.101, -2.263, 2.469], [4.647, -3.237, 4.111], [3.831, -4.696, 4.756], [4.653, -4.762, 3.232], [3.043, -3.023, 2.376], [2.032, -3.370, 3.826], [2.875, -5.184, 1.542], [2.488, -5.849, 3.085], [0.228, -4.770, 3.057], [0.498, -6.196, 2.199], [1.929, -4.642, -0.276], [0.471, -4.825, -1.169], [-1.331, -5.689, -0.076], [-2.078, -4.828, 2.734], [-1.465, -6.390, 2.327], [-4.046, -5.396, 1.100], [-3.827, -6.373, 2.522], [-2.116, -8.631, 0.166], [-2.937, -4.323, -0.396], [-3.669, -3.289, 1.278], [-2.013, -4.497, -2.157], [-1.144, -3.371, -2.926], [-2.726, -1.151, -0.516], [-2.041, -1.206, -2.099], [-2.988, -2.951, -3.777], [-5.080, -3.743, -4.753], [-7.189, -3.541, -3.501], [-7.173, -2.483, -1.277], [-4.378, -0.916, 0.485], [-5.543, -2.223, 0.877], [-6.054, -0.784, 0.055], [-0.492, -0.353, -1.135], [-1.068, -0.587, 0.432], [0.646, 0.412, 1.363], [1.027, 0.964, -0.207], [3.026, 0.369, 0.745], [2.434, -1.069, 1.491], [2.792, -1.038, -0.253], [1.862, -2.872, -1.061], [-0.038, -1.589, -2.927], [1.214, -2.645, -3.463], [2.903, -0.940, -2.537], [1.559, 0.199, -2.431], [2.004, -0.530, -3.960], [1.453, -2.907, 0.914], [-1.297, -1.702, 2.262], [0.219, 4.041, 0.193], [1.397, 3.325, 0.831], [2.250, 4.269, 1.659], [2.190, 2.710, -0.192], [0.570, 4.824, -0.487], [-0.368, 3.329, -0.393], [-0.435, 4.501, 0.935], [1.033, 2.519, 1.463], [2.661, 5.062, 1.026], [3.089, 3.733, 2.101], [1.669, 4.726, 2.460], [2.522, 3.413, -0.766], [1.070, 0.107, 4.852], [1.455, 1.573, 4.922], [0.942, 2.281, 6.164], [0.939, 2.157, 3.730], [-0.021, 0.014, 4.816], [1.462, -0.295, 3.917], [1.439, -0.497, 5.684], [2.541, 1.669, 4.878], [-0.151, 2.235, 6.207], [1.223, 3.334, 6.146], [1.342, 1.828, 7.072], [-0.022, 2.070, 3.752], [4.937, 4.349, -4.293], [4.898, 4.477, -2.780], [5.894, 3.545, -2.108], [3.574, 4.204, -2.302], [4.677, 3.330, -4.596], [4.215, 5.024, -4.752], [5.928, 4.583, -4.682], [5.111, 5.508, -2.497], [5.662, 2.503, -2.347], [5.847, 3.650, -1.024], [6.912, 3.756, -2.435], [3.361, 3.294, -2.546], [2.366, 9.704, -1.952], [2.489, 8.382, -2.695], [2.417, 7.193, -1.749], [3.712, 8.346, -3.432], [3.186, 9.817, -1.238], [2.421, 10.541, -2.648], [1.423, 9.767, -1.407], [1.691, 8.306, -3.435], [3.240, 7.227, -1.028], [2.509, 6.262, -2.302], [1.475, 7.183, -1.196], [4.435, 8.417, -2.800], [-4.286, 3.127, 3.654], [-3.303, 2.535, 2.658], [-3.941, 1.436, 1.823], [-2.157, 2.018, 3.344], [-4.636, 2.358, 4.349], [-3.809, 3.909, 4.244], [-5.153, 3.552, 3.148], [-2.929, 3.321, 2.003], [-4.280, 0.618, 2.466], [-3.217, 1.024, 1.116], [-4.799, 1.810, 1.263], [-2.458, 1.319, 3.935], [-0.355, 3.083, -4.781], [-1.108, 2.220, -3.780], [-2.269, 2.977, -3.155], [-0.216, 1.760, -2.762], [0.065, 3.962, -4.285], [0.475, 2.526, -5.218], [-1.009, 3.421, -5.585], [-1.482, 1.324, -4.279], [-1.904, 3.853, -2.613], [-2.797, 2.345, -2.438], [-2.979, 3.311, -3.912], [0.129, 2.535, -2.303]],
  "atomic_forces_ev_per_a": [[-0.33, -0.32, -0.32], [0.70, -0.56, -0.31], [0.10, 0.61, 0.46], [0.43, -0.57, 0.70], [0.17, -0.84, -0.43], [0.54, 0.13, -0.47], [0.84, 0.57, -0.24], [-1.18, -1.02, 0.51], [0.14, 0.13, -0.13], [-1.29, 0.43, 0.57], [-0.06, -0.46, 0.28], [0.50, 0.28, 0.76], [-0.39, 0.02, 0.09], [-0.40, -0.08, -0.94], [0.66, 0.47, 0.07], [-0.07, -0.22, -0.39], [0.44, 0.30, 0.42], [-0.93, 0.40, 0.34], [0.50, -0.58, 0.14], [-0.07, -0.15, -0.74], [-0.72, -0.31, -0.05], [-0.13, 0.01, 0.19], [-0.19, 0.12, 0.42], [0.72, 0.29, 0.48], [0.22, -0.21, -0.61], [-0.01, -0.15, -0.12], [-0.16, 0.00, -0.58], [-0.35, 0.78, -0.40], [0.17, 0.24, 0.47], [-0.08, -0.12, 0.02], [-0.06, 0.14, 0.38], [-0.25, -0.38, 0.11], [0.03, 0.18, -0.24], [0.35, -0.06, 0.03], [-0.06, 0.48, -0.71], [0.22, 0.17, 0.81], [0.05, 0.11, 0.22], [0.06, 0.09, 0.27], [0.26, 0.04, -0.09], [-0.37, 0.41, 0.07], [-0.16, 0.27, -0.02], [-0.13, -0.19, -0.22], [-0.12, -0.27, 0.03], [-0.17, 0.49, -0.12], [-0.08, -0.16, -0.58], [0.14, 0.04, 0.33], [-0.30, 0.11, 0.02], [0.62, -0.19, -0.11], [-0.05, 0.37, -0.06], [0.29, -0.02, -0.14], [-0.16, 0.02, -0.16], [-0.16, -0.12, 0.09], [-0.18, -0.52, 0.14], [-0.17, -0.03, -0.11], [-0.10, -0.03, -0.09], [-0.23, 0.15, -0.02], [0.25, 0.08, -0.05], [0.19, 0.03, 0.29], [0.12, 0.06, -0.12], [0.13, 0.08, -0.09], [0.15, -0.02, -0.15], [-0.18, -0.02, 0.00], [-0.03, 0.06, 0.18], [0.22, -0.13, 0.16], [0.11, -0.02, 0.28], [-0.14, 0.11, 0.06], [0.18, -0.11, -0.37], [-0.17, -0.14, 0.21], [-0.08, -0.06, 0.19], [-0.06, -0.21, -0.26], [0.07, 0.16, -0.05], [0.05, -0.26, 0.00], [-0.04, -0.11, -0.20], [0.19, 0.39, -0.08], [-0.21, 0.07, 0.08], [0.06, -0.25, -0.02], [0.13, -0.09, 0.11], [-0.13, 0.03, 0.17], [-0.10, 0.10, -0.19], [0.17, -0.08, 0.31], [-0.06, -0.29, -0.54], [-0.10, -0.07, -0.18], [0.09, 0.39, -0.07], [0.12, -0.02, -0.01], [-0.10, 0.05, -0.08], [0.03, 0.04, 0.05], [-0.11, 0.01, 0.08], [0.03, -0.01, 0.03], [0.11, 0.01, -0.03], [-0.07, 0.02, -0.02], [-0.04, -0.03, 0.05], [0.00, -0.03, 0.01], [0.25, 0.18, 0.14], [0.21, -0.27, 0.11], [-0.41, -0.28, -0.03], [-0.04, 0.07, -0.08], [0.29, 0.43, 0.07], [-0.01, 0.01, 0.09], [0.00, -0.09, 0.07], [0.01, 0.07, 0.04], [0.00, 0.06, -0.14], [0.00, -0.07, 0.01], [0.04, -0.01, 0.00], [0.00, -0.01, -0.01], [-0.19, 0.13, -0.10], [-0.16, 0.12, -0.05], [0.22, -0.33, -0.16], [-0.04, 0.06, 0.18], [-0.22, -0.11, 0.09], [0.08, -0.04, 0.03], [0.04, 0.05, 0.02], [0.01, -0.02, 0.00], [-0.14, 0.03, 0.05], [0.02, 0.00, -0.08], [0.01, 0.03, -0.01], [0.00, -0.01, -0.02], [0.10, 0.01, -0.17], [-0.03, 0.08, -0.12], [0.22, 0.09, 0.43], [-0.08, -0.04, -0.11], [-0.13, -0.09, -0.19], [-0.03, -0.06, 0.05], [-0.03, -0.02, -0.02], [0.01, 0.00, 0.02], [0.07, -0.01, -0.11], [-0.04, 0.08, 0.05], [-0.04, -0.03, -0.01], [0.02, 0.03, 0.03], [0.01, 0.05, 0.01], [0.10, 0.09, 0.07], [-0.32, -0.19, 0.11], [0.16, -0.02, -0.07], [0.30, -0.03, -0.03], [-0.05, -0.04, -0.06], [0.00, 0.02, -0.04], [-0.01, -0.01, 0.00], [0.14, -0.01, 0.02], [-0.07, 0.05, 0.03], [0.02, 0.07, -0.01], [-0.02, -0.01, 0.00], [-0.08, 0.03, 0.04], [0.09, -0.11, -0.05], [0.01, 0.47, 0.04], [-0.06, -0.13, 0.08], [-0.08, -0.20, 0.01], [-0.07, 0.03, 0.02], [-0.02, -0.02, -0.02], [0.00, 0.02, 0.01], [0.05, -0.09, 0.05], [0.03, 0.04, -0.07], [-0.02, -0.03, -0.03], [0.01, 0.01, 0.00], [0.07, -0.03, 0.06]],
  "total_charge": 1,
  "total_energy_ev": -96470.5683,
  "homo_energy_ev": -10.96,
  "gap_ev": 8.8,
  "e_lumo_ev": -2.2
}

{
  "formula": "C3H3ClO2",
  "method": "the ωB97M-V functional and the def2-TZVPD basis",
  "species": ["C", "C", "O", "H", "H", "O", "C", "Cl", "H"],
  "positions_angstrom": [[-1.392, 0.387, -0.319], [-1.545, -0.888, -0.249], [-1.387, -2.067, -0.224], [-1.750, 1.058, 0.406], [-1.031, 0.800, -1.142], [1.737, -0.158, 1.657], [1.785, 0.278, 0.558], [2.067, -0.646, -0.852], [1.515, 1.237, 0.164]],
  "atomic_forces_ev_per_a": [[-1.59, -0.27, 2.69], [1.75, -4.39, 0.01], [-1.20, 2.81, 0.02], [-0.53, 0.42, 0.97], [1.55, 1.47, -3.72], [0.34, 0.36, -0.12], [-0.90, -0.41, 0.59], [0.59, -1.20, -1.05], [-0.01, 1.22, 0.60]],
  "total_energy_ev": -19775.1502,
  "homo_energy_ev": -9.72,
  "relative_energy_ev": 1.5391,
  "gap_ev": 10.3,
  "e_lumo_ev": 0.6
}